No. 1
Computed, not measured: a structure of composition C34H29Cl3FeGeN2O5P, with ωB97M-V with the def2-TZVPD basis set.

Structure (XYZ):
```
76
Properties=species:S:1:pos:R:3:forces:R:3:mulliken_spin:R:1
Fe 0.02939 0.44139 -0.34770 0.414 0.732 -0.414 3.674
O -1.64592 2.11967 0.11966 0.091 -0.109 0.031 0.359
C -1.54046 1.25925 1.07772 0.026 -0.454 0.056 0.518
C -1.01778 1.64111 2.40012 -0.004 0.125 0.036 -0.114
C -1.31538 2.94944 2.81998 0.072 0.017 -0.019 0.044
C -0.92036 3.41362 4.05593 -0.004 0.019 0.008 -0.035
C -0.19524 2.59228 4.91809 0.005 -0.039 0.001 0.080
C 0.14902 1.31972 4.49750 -0.020 -0.014 -0.009 -0.066
C -0.23332 0.83228 3.24794 -0.089 0.061 -0.004 0.181
P 0.38378 -0.77692 2.63528 0.087 -0.041 -0.051 -0.008
C 2.17715 -0.74808 3.00805 0.066 0.050 0.045 0.015
C 2.93500 0.41922 2.94788 -0.008 0.049 0.078 0.000
C 4.31330 0.36930 3.10594 0.030 -0.014 -0.019 0.002
C 4.95526 -0.84167 3.31976 0.009 0.004 -0.015 0.000
C 4.21124 -2.01395 3.35695 -0.012 -0.019 -0.004 0.001
C 2.83490 -1.96504 3.19398 0.053 -0.027 -0.005 -0.001
C -0.18491 -1.89501 3.99804 -0.015 0.013 -0.063 0.000
C -1.30841 -2.67719 3.74715 -0.042 -0.008 0.051 -0.023
C -1.82059 -3.53342 4.71456 -0.025 0.017 -0.046 0.002
C -1.20610 -3.62665 5.95380 -0.002 -0.012 0.014 0.004
C -0.07783 -2.85929 6.21696 0.006 0.019 -0.035 -0.002
C 0.42676 -2.00417 5.24809 0.003 -0.010 0.031 0.006
H -1.85771 3.58357 2.13033 0.000 -0.020 0.001 0.004
H -1.17137 4.42572 4.35398 -0.003 -0.006 0.002 -0.002
H 0.12079 2.94784 5.89163 0.007 0.017 -0.013 0.009
H 0.75759 0.69763 5.14420 0.002 0.032 -0.021 0.004
H 2.45495 1.35965 2.71685 0.048 -0.015 0.079 0.000
H 4.88456 1.28561 3.02426 -0.021 0.011 0.005 0.000
H 6.03287 -0.87590 3.43169 0.000 -0.006 0.004 0.000
H 4.70249 -2.96990 3.49776 0.003 -0.002 0.009 0.000
H 2.26546 -2.88859 3.20969 0.006 0.006 0.004 -0.002
H -1.78566 -2.59786 2.77908 0.001 0.004 -0.039 0.021
H -2.69881 -4.12904 4.49246 0.000 0.003 0.009 0.000
H -1.59910 -4.29611 6.71018 0.003 0.003 -0.005 0.000
H 0.41380 -2.92794 7.18058 -0.005 -0.001 -0.001 0.000
H 1.31834 -1.42642 5.46026 -0.013 -0.033 -0.006 0.001
O 3.06446 2.93793 0.56156 -0.027 -0.006 0.018 0.011
C 2.12220 2.32318 0.08846 -0.048 -0.074 0.080 0.001
O 1.47954 1.37263 0.69371 -0.115 -0.196 -0.109 0.088
C 1.58998 2.60704 -1.36191 -0.015 -0.011 -0.142 0.000
O 1.96272 3.59888 -1.96616 0.023 -0.050 0.018 0.005
O 0.80201 1.68433 -1.79625 0.030 0.039 0.134 0.060
Cl -3.33953 0.98476 -3.50485 -0.090 0.042 -0.089 0.010
Ge -1.49486 -0.01308 -2.71349 -0.136 -0.264 0.087 0.039
Cl -2.36876 -2.28952 -2.93179 0.038 0.043 -0.012 0.006
Cl -0.31740 -0.19779 -4.62008 0.044 0.008 -0.075 0.006
C -4.71744 -1.95162 2.08238 -0.040 -0.009 -0.048 0.020
C -3.97025 -1.99240 0.73882 -0.044 0.039 -0.034 0.036
C -3.46980 -3.42144 0.47738 -0.032 0.017 0.028 0.035
C -4.93199 -1.58892 -0.38913 -0.017 0.007 -0.002 0.024
C -2.87249 -1.00765 0.78526 0.245 -0.071 -0.029 0.194
C -2.14546 -0.03324 0.91262 -0.454 0.082 0.280 -0.233
H -5.54632 -2.66722 2.06748 0.014 0.006 0.006 0.000
H -5.11996 -0.95404 2.26410 0.015 -0.005 -0.007 -0.003
H -4.05240 -2.20350 2.90850 0.009 -0.008 0.046 -0.002
H -4.32583 -4.09970 0.39926 0.011 0.012 0.004 0.001
H -2.83420 -3.77848 1.29144 0.038 0.023 -0.028 0.002
H -2.91894 -3.46021 -0.46200 0.008 0.000 -0.013 -0.010
H -5.78686 -2.27345 -0.40194 0.003 0.006 -0.011 0.001
H -4.43063 -1.63036 -1.35586 -0.024 0.007 0.027 -0.006
H -5.29494 -0.57198 -0.23364 0.004 -0.007 0.004 -0.005
N 0.79803 -3.27487 -2.18164 0.067 0.009 0.036 0.002
C 0.31119 -2.45020 -1.22171 -0.068 -0.063 -0.039 -0.017
N 1.00691 -1.35644 -1.08804 -0.089 0.036 0.129 0.030
C 2.02255 -1.43611 -2.03991 0.020 0.027 0.034 0.020
C 3.04149 -0.53936 -2.34520 -0.013 -0.008 0.004 0.000
C 3.89564 -0.88176 -3.37456 0.005 -0.004 0.000 -0.001
C 3.74699 -2.08137 -4.08697 0.006 0.007 -0.004 0.001
C 2.74322 -2.98190 -3.78566 -0.007 0.009 0.021 -0.001
C 1.88854 -2.63287 -2.74719 -0.034 -0.031 -0.019 -0.008
H 0.24448 -3.99523 -2.61169 -0.025 0.020 -0.006 0.000
H -0.58964 -2.67398 -0.67074 0.035 0.017 0.012 0.016
H 3.13521 0.39448 -1.81052 -0.007 -0.005 -0.005 0.005
H 4.68775 -0.19828 -3.65162 -0.001 0.001 0.001 0.000
H 4.42846 -2.30051 -4.90026 -0.002 0.001 0.006 0.000
H 2.61827 -3.90143 -4.34329 -0.001 0.002 0.003 0.000
```
Forces are in eV/Å.

Molecular weight: 811.40 g mol⁻¹
Relative energy (zero: lowest compared OMol25 entry of this formula, charge and spin): 0.00 kcal per mole
Max |F|: 0.9 eV/A
Total charge: -2
E_HOMO (spin up / spin down): -0.628 / -2.849 eV
Multiplicity: 6

---

No. 2
Computed, not measured: a structure of composition C34H29F3N8OSTl in a non-equilibrium geometry, with ωB97M-V with the def2-TZVPD basis set.

Structure (XYZ):
```
77
Properties=species:S:1:pos:R:3:forces:R:3:mulliken_charge:R:1
Tl 0.07868 0.29054 0.09848 0.534 -0.024 0.537 2.964
O -1.72982 4.10144 0.90268 0.001 0.289 0.080 -0.750
C -1.02912 3.10214 0.83128 -0.090 -0.216 -0.067 -0.067
N -1.32752 1.99264 0.15528 0.470 -1.020 -0.044 0.110
C -2.35482 2.04124 -0.84542 -0.051 0.101 0.152 -1.927
C -1.71922 1.89264 -2.20682 0.138 -0.036 -0.262 1.221
C -2.46072 1.75864 -3.37802 0.126 -0.125 -0.056 -1.012
C -1.78592 1.70504 -4.58632 0.010 -0.001 0.115 -0.368
C -0.40472 1.85144 -4.59832 0.058 0.007 0.105 -0.779
C 0.24318 1.97034 -3.38252 -0.130 0.262 -0.489 -0.542
N -0.39052 1.93364 -2.21972 -0.122 0.522 0.063 -0.031
C 0.28058 3.05774 1.57368 0.234 0.393 0.129 0.847
C 0.49938 3.95274 2.61478 -0.070 -0.129 -0.060 -0.723
C 1.73478 3.95654 3.23388 0.070 -0.110 -0.146 -0.506
C 2.71728 3.08874 2.77278 -0.045 0.073 -0.125 -0.845
C 2.42088 2.25344 1.70888 0.368 0.163 0.205 -0.261
N 1.22458 2.22434 1.13888 -0.149 0.270 -0.174 -0.041
H -3.10202 1.25884 -0.67222 -0.030 0.164 -0.082 0.132
H -2.85272 3.01964 -0.78892 0.035 -0.211 -0.003 0.736
H -3.53782 1.68234 -3.33812 -0.093 0.047 0.017 0.475
H -2.32132 1.56224 -5.51252 -0.106 0.047 -0.078 0.446
H 0.15408 1.84794 -5.52172 0.027 0.062 -0.067 0.478
H 1.31508 2.11004 -3.33042 0.071 -0.097 -0.077 0.597
H -0.30572 4.60764 2.91348 0.004 0.064 -0.055 0.532
H 1.93848 4.63434 4.04878 0.012 0.026 0.105 0.467
H 3.69388 3.05574 3.22968 0.101 0.037 -0.024 0.503
H 3.16728 1.57904 1.30558 -0.011 -0.038 0.022 0.572
S 3.46288 -2.70586 1.54218 -0.527 0.216 -0.247 -0.236
C 2.89478 -3.22796 0.01638 0.111 0.127 0.109 -0.722
C 1.90408 -2.43276 -0.47332 0.107 -0.268 -0.048 -0.560
C 1.57288 -1.36986 0.39948 -0.562 1.187 0.164 -1.937
C 2.31428 -1.40026 1.55378 0.249 -0.506 -0.542 1.415
C 2.14528 -0.59416 2.74618 0.088 0.314 0.649 0.679
C 3.13718 -0.51336 3.72578 -0.207 0.028 -0.144 -1.164
C 2.88638 0.23554 4.85918 -0.217 -0.006 0.001 -0.677
C 1.64728 0.84904 4.99168 0.086 -0.091 0.015 -1.134
C 0.72398 0.70734 3.96728 0.023 0.093 0.249 -0.141
N 0.96878 0.02894 2.86018 0.397 -0.372 0.052 0.525
H 3.34058 -4.08336 -0.45182 0.058 -0.205 -0.117 0.497
H 1.42118 -2.62726 -1.41192 -0.053 -0.048 -0.158 0.550
H 4.07368 -1.03226 3.58348 0.105 0.026 0.060 0.480
H 3.63158 0.32734 5.63558 0.053 0.004 0.045 0.441
H 1.40318 1.41904 5.87288 -0.059 0.077 0.097 0.496
H -0.26132 1.15194 4.03278 -0.021 0.118 0.086 0.440
N -1.02412 -2.71726 1.65798 0.178 -0.296 -0.197 -0.006
C -1.77052 -1.76356 2.27668 -0.426 0.304 0.226 0.161
C -2.76372 -2.11896 3.20628 0.048 0.032 -0.047 -1.032
C -3.51442 -1.13096 3.79738 0.227 0.011 -0.101 -0.471
C -3.25162 0.19644 3.47308 -0.033 0.016 0.065 -1.163
C -2.28472 0.45764 2.52928 -0.223 -0.039 0.279 -0.719
N -1.57182 -0.48846 1.91638 -0.204 -0.385 0.044 0.690
H -0.98002 -3.63176 2.07958 0.028 0.134 -0.029 0.288
H -0.18212 -2.39666 1.19978 -0.003 -0.192 0.092 -0.068
H -2.91992 -3.15886 3.44758 -0.006 -0.129 0.024 0.474
H -4.28082 -1.38266 4.51268 -0.087 -0.045 0.102 0.476
H -3.77752 1.00544 3.94818 -0.123 0.143 0.017 0.546
H -2.06132 1.47204 2.24338 -0.100 0.032 -0.021 0.604
F 1.95028 -2.18696 -7.05782 -0.072 0.151 0.009 -0.244
C 2.18238 -2.80016 -5.88752 0.019 -0.120 -0.229 0.702
F 3.49708 -3.03116 -5.81682 0.111 0.120 0.157 -0.269
F 1.57668 -3.99466 -5.94652 -0.149 -0.015 0.120 -0.257
C 1.67658 -1.97816 -4.72442 0.009 0.017 0.086 0.086
C 0.32878 -2.01076 -4.39022 0.278 0.084 -0.048 -1.096
C -0.08442 -1.27696 -3.29032 -0.094 -0.214 -0.223 -0.331
N 0.74498 -0.56336 -2.54442 0.049 -0.143 0.232 1.439
C 2.01988 -0.49626 -2.90032 0.252 -0.206 -0.227 -0.779
C 2.54418 -1.18466 -3.98482 -0.229 -0.119 -0.059 -0.973
H -0.37182 -2.59956 -4.96092 -0.066 -0.065 -0.029 0.503
H -1.11972 -1.27366 -2.98212 0.000 -0.040 -0.084 0.287
H 2.66208 0.11254 -2.27972 0.111 0.051 0.105 0.448
H 3.59428 -1.13896 -4.23012 0.050 0.054 0.031 0.510
C -4.14402 -2.06356 -0.80832 -0.896 -0.442 0.053 -1.609
C -2.85572 -1.46266 -0.81652 1.083 0.406 -0.146 0.695
N -1.81192 -0.99116 -0.84592 -0.610 -0.275 -0.233 -0.168
H -4.61802 -1.92696 -1.78032 -0.043 -0.024 0.040 0.395
H -4.76232 -1.60956 -0.03412 -0.015 -0.009 -0.006 0.334
H -4.03952 -3.12856 -0.60342 -0.057 -0.013 0.003 0.366
```
Forces are in eV/Å.

Molecular weight: 859.11 g mol⁻¹
Max |F|: 1.3 eV/A
Total charge: +1
E_HOMO: -10.921 eV

---

No. 3
Computed, not measured: a structure of composition C34H30BrF4N2PSiV in a non-equilibrium geometry, with ωB97M-V with the def2-TZVPD basis set.

Structure (XYZ):
```
74
Properties=species:S:1:pos:R:3:forces:R:3:mulliken_spin:R:1
V 0.27525 0.07146 -0.03469 0.859 0.958 -1.853 1.736
C -1.84383 -3.42691 -0.05355 0.033 0.056 -0.015 0.004
C -2.07518 -2.20947 0.79471 -0.281 -0.109 -0.092 0.011
C -3.26411 -2.03398 1.47568 0.058 -0.032 -0.049 0.015
C -3.42685 -0.88833 2.25957 0.118 0.061 -0.017 0.002
C -2.40382 0.01879 2.36903 -0.060 -0.063 0.005 -0.008
C -1.17986 -0.24936 1.70945 -0.709 -0.183 1.008 -0.019
N -1.06375 -1.33784 0.90201 -0.175 -0.047 0.221 -0.016
N -0.06641 0.51792 1.76370 -0.647 0.069 1.371 0.117
Si 0.39213 1.48447 3.12633 0.280 0.259 0.219 0.007
C 2.19855 1.95604 2.86798 -0.266 -0.021 0.098 0.002
C 0.19072 0.39226 4.66075 0.033 0.159 -0.212 0.002
C -0.61390 3.06929 3.36466 0.101 -0.266 -0.042 0.001
H -1.30490 -4.17925 0.52597 -0.006 -0.005 0.003 0.001
H -1.23879 -3.18506 -0.92744 -0.014 0.002 0.020 -0.002
H -2.78876 -3.85678 -0.38137 0.011 -0.020 -0.007 -0.001
H -4.05499 -2.76516 1.38529 0.019 -0.014 0.003 0.001
H -4.36542 -0.71441 2.77129 0.004 0.014 0.008 0.000
H -2.50782 0.93346 2.93511 -0.025 -0.025 0.025 0.001
H 2.71624 1.20846 2.26529 0.024 0.005 -0.015 0.000
H 2.71479 2.06061 3.82540 0.004 -0.019 -0.001 0.000
H 2.27814 2.91195 2.34777 -0.024 -0.032 0.003 0.002
H 0.56180 -0.61547 4.45600 0.017 0.010 -0.002 0.000
H -0.85903 0.30653 4.94840 -0.004 -0.024 0.000 0.000
H 0.73760 0.78615 5.52005 0.001 0.049 -0.019 0.000
H -0.70940 3.62950 2.43244 0.049 -0.025 -0.023 -0.002
H -0.11061 3.71064 4.09299 0.006 0.002 -0.002 0.000
H -1.61859 2.87370 3.74501 0.004 -0.001 -0.003 0.000
F 1.70217 -4.52456 -5.26886 -0.047 -0.128 -0.160 0.000
C 1.76884 -3.85034 -4.13369 0.119 0.083 0.234 0.001
C 2.75514 -4.14335 -3.20617 -0.151 0.053 -0.106 -0.002
F 3.61693 -5.12098 -3.45111 0.124 -0.092 -0.044 0.000
C 2.83042 -3.41925 -2.03234 -0.194 0.237 0.150 0.000
F 3.80270 -3.75393 -1.18838 0.081 -0.067 0.110 0.003
C 1.93555 -2.39669 -1.71791 0.106 0.027 -0.354 0.024
P 2.08866 -1.31204 -0.21333 0.964 -1.022 -0.082 -0.012
C 3.86034 -0.82937 -0.29650 -0.057 0.136 -0.014 0.067
C 4.90269 -1.56550 0.26825 -0.051 0.105 0.018 -0.001
C 6.21199 -1.13422 0.12536 0.029 -0.073 0.062 0.002
C 6.49969 0.03644 -0.56182 -0.016 0.027 -0.014 0.000
C 5.46808 0.78221 -1.11057 0.062 0.021 -0.009 -0.001
C 4.15925 0.34488 -0.98372 -0.099 -0.117 0.007 -0.036
C 2.08265 -2.53040 1.15231 -0.008 0.054 0.033 0.015
C 1.55938 -3.81375 1.04724 0.105 0.060 0.009 0.000
C 1.56198 -4.66097 2.14620 -0.021 -0.014 -0.032 0.002
C 2.07225 -4.22583 3.35899 -0.030 -0.084 0.072 -0.001
C 2.55561 -2.93139 3.48445 0.031 0.049 0.000 0.002
C 2.55108 -2.08368 2.38889 -0.090 -0.067 -0.103 0.017
C 0.95271 -2.13472 -2.67370 -0.120 -0.043 0.443 -0.014
Br -0.39335 -0.81503 -2.34516 -0.005 -0.310 -0.571 0.028
C 0.85948 -2.84995 -3.85233 -0.101 0.195 0.009 -0.009
F -0.10322 -2.58437 -4.73385 -0.026 -0.035 -0.092 0.000
H 4.70451 -2.46607 0.82948 -0.045 -0.071 -0.023 0.000
H 7.01142 -1.72082 0.56039 0.005 0.022 0.001 0.000
H 7.52554 0.36687 -0.66473 -0.006 0.005 0.018 0.000
H 5.67601 1.71186 -1.62513 -0.019 -0.030 -0.039 -0.001
H 3.34940 0.91298 -1.41078 -0.018 0.116 -0.047 0.022
H 1.15122 -4.16205 0.10734 0.042 -0.021 -0.055 0.000
H 1.17574 -5.66777 2.04748 -0.015 0.010 0.017 0.000
H 2.08980 -4.89606 4.20908 -0.011 0.017 0.000 0.000
H 2.94704 -2.58781 4.43361 -0.032 0.025 -0.002 0.000
H 2.91386 -1.06703 2.48000 0.073 -0.006 0.075 -0.011
C 1.04950 1.45615 -0.71522 -0.121 -0.164 0.148 -0.705
C 1.62273 2.57445 -1.40778 0.134 0.417 -0.365 -0.031
C 2.41395 3.53369 -0.75171 -0.110 -0.238 -0.042 -0.100
C 2.96150 4.59823 -1.44593 0.036 0.101 -0.002 0.034
C 2.74974 4.73200 -2.81224 0.004 -0.003 0.026 -0.063
C 1.97364 3.79244 -3.48025 -0.007 0.048 -0.092 0.034
C 1.41322 2.73183 -2.79215 0.063 -0.016 0.260 -0.097
H 2.59445 3.40416 0.30784 0.012 0.080 -0.028 -0.013
H 3.55292 5.33977 -0.92195 0.028 -0.046 0.014 0.001
H 3.18775 5.56257 -3.35051 -0.022 0.005 -0.009 -0.005
H 1.79964 3.89887 -4.54448 0.008 -0.024 0.007 0.001
H 0.80474 1.99715 -3.30412 -0.016 0.019 -0.058 -0.004
```
Forces are in eV/Å.

Molecular weight: 732.53 g mol⁻¹
Relative energy (zero: lowest compared OMol25 entry of this formula, charge and spin): 21.64 kcal per mole
Max |F|: 2.3 eV/A
E_HOMO (spin up / spin down): -7.062 / -6.709 eV
Multiplicity: 2